Below is the ion C4H7NO2 with charge +1 at a distorted geometry, with properties calculated with ωB97M-V/def2-TZVPD.

```
14
Properties=species:S:1:pos:R:3:forces:R:3
C -1.4901 0.8806 -0.2159 0.063 0.439 -2.161
N -0.1624 0.5192 0.0570 1.133 -0.407 2.050
C 0.2076 0.5344 1.4743 0.549 -0.064 -0.757
C 0.7356 -0.1680 -0.8628 -0.716 3.378 -0.844
C 0.4879 -1.6422 -0.8784 0.570 -1.155 0.080
O -0.4013 -2.1672 -0.2969 -0.581 0.054 0.221
O -1.8957 0.7140 -1.3428 -0.084 -0.119 0.713
H -2.0083 1.4308 0.5703 -0.084 -0.305 0.278
H -0.2560 -0.3595 1.9143 -0.031 0.095 0.199
H 1.2907 0.4652 1.5486 -0.061 -0.137 0.074
H -0.1144 1.4538 1.9509 -0.382 0.001 0.102
H 1.7684 0.1785 -0.7376 -0.005 -0.691 0.969
H 0.5695 0.3822 -1.8041 -0.531 -1.058 -0.477
H 1.2685 -2.2218 -1.3769 0.159 -0.031 -0.448
```
Positions in Å, forces in eV/Å.

Computed properties:
Largest force on an atom in eV Å⁻¹: 3.55
E_LUMO (alpha / beta) in eV: -4.2 / -9.0
Spin multiplicity: 2
Relative energy (zero: lowest compared OMol25 entry of this formula, charge and spin) in kcal/mol: 10.1
Net charge: +1
Frontier orbital gap (alpha / beta) in eV: 11.32 / 6.43
Electronic energy in eV: -9836.4676

In the Mulliken picture, each atom carries the following charge in e:
1 C 0.18
2 N 0.18
3 C -0.81
4 C -0.69
5 C 0.14
6 O -0.37
7 O -0.32
8 H 0.38
9 H 0.38
10 H 0.33
11 H 0.36
12 H 0.46
13 H 0.38
14 H 0.38